[1]
{"formula": "C46H40ClN6O4SiTi", "method": "ωB97M-V/def2-TZVPD", "s_squared": 2.040, "spin_multiplicity": 3, "gap_ev": [5.30, 6.93], "charge": -1, "species": ["Ti", "C", "Si", "C", "N", "C", "C", "C", "C", "C", "C", "C", "C", "C", "C", "C", "C", "C", "C", "C", "C", "C", "H", "H", "H", "H", "H", "H", "H", "H", "H", "H", "H", "H", "H", "H", "H", "H", "H", "H", "H", "H", "H", "H", "H", "H", "O", "C", "O", "C", "C", "Cl", "N", "N", "C", "C", "O", "O", "C", "C", "C", "C", "C", "C", "H", "H", "H", "H", "H", "H", "N", "C", "C", "C", "C", "C", "C", "C", "C", "C", "C", "C", "C", "N", "C", "C", "C", "C", "N", "H", "H", "H", "H", "H", "H", "H", "H", "H", "H"], "positions_angstrom": [[0.03, 0.89, 1.68], [-0.35, 0.94, -0.43], [0.44, 0.69, -2.07], [0.90, -1.08, -2.56], [1.70, -1.80, -1.56], [1.40, -3.22, -1.44], [1.91, -4.04, -2.62], [3.43, -3.86, -2.74], [3.75, -2.37, -2.89], [3.13, -1.57, -1.73], [-0.77, 1.14, -3.48], [-0.63, 2.27, -4.29], [-1.53, 2.54, -5.32], [-2.58, 1.67, -5.57], [-2.75, 0.55, -4.77], [-1.86, 0.29, -3.73], [1.91, 1.84, -2.30], [2.23, 2.80, -1.34], [3.26, 3.71, -1.54], [4.01, 3.66, -2.72], [3.72, 2.70, -3.68], [2.68, 1.80, -3.47], [-1.19, 0.22, -0.40], [-0.82, 1.93, -0.53], [1.39, -1.08, -3.55], [-0.05, -1.61, -2.72], [0.32, -3.34, -1.31], [1.88, -3.58, -0.52], [1.43, -3.70, -3.54], [1.65, -5.10, -2.48], [3.84, -4.43, -3.57], [3.90, -4.22, -1.82], [3.37, -2.01, -3.85], [4.83, -2.21, -2.89], [3.29, -0.50, -1.89], [3.64, -1.84, -0.81], [0.19, 2.95, -4.12], [-1.39, 3.41, -5.94], [-3.27, 1.87, -6.38], [-3.58, -0.13, -4.95], [-2.01, -0.59, -3.12], [1.66, 2.84, -0.42], [3.49, 4.45, -0.79], [4.81, 4.37, -2.88], [4.30, 2.66, -4.59], [2.46, 1.06, -4.23], [-0.45, 4.93, 5.65], [-1.49, 5.07, 4.85], [-2.38, 5.85, 5.08], [-1.55, 4.21, 3.62], [-2.54, 4.27, 2.67], [-3.92, 5.25, 2.58], [-2.29, 3.35, 1.71], [-1.16, 2.68, 1.98], [-0.71, 3.18, 3.13], [0.69, 2.78, 3.47], [1.25, 3.20, 4.48], [1.24, 2.03, 2.58], [-2.88, 3.34, 0.39], [-3.61, 2.25, -0.04], [-4.16, 2.28, -1.31], [-3.98, 3.39, -2.13], [-3.24, 4.47, -1.68], [-2.68, 4.45, -0.42], [0.22, 4.26, 5.31], [-3.73, 1.39, 0.60], [-4.73, 1.43, -1.67], [-4.40, 3.40, -3.13], [-3.08, 5.33, -2.32], [-2.09, 5.28, -0.05], [-0.55, -8.96, 4.85], [-0.49, -7.86, 4.51], [-0.42, -6.48, 4.08], [0.41, -6.12, 3.01], [0.47, -4.80, 2.60], [-0.28, -3.79, 3.23], [-1.09, -4.19, 4.31], [-1.16, -5.50, 4.73], [-0.19, -2.40, 2.79], [-1.39, -1.61, 2.72], [-2.71, -2.07, 2.84], [-3.55, -0.94, 2.83], [-2.73, 0.15, 2.67], [-1.41, -0.22, 2.56], [1.10, -1.86, 2.53], [2.35, -2.36, 2.91], [3.32, -1.40, 2.54], [2.63, -0.36, 1.96], [1.28, -0.61, 1.94], [0.99, -6.88, 2.51], [1.10, -4.54, 1.76], [-1.66, -3.43, 4.84], [-1.79, -5.77, 5.57], [-3.01, -3.10, 2.92], [-4.63, -0.92, 2.94], [-3.02, 1.18, 2.67], [2.53, -3.29, 3.43], [4.38, -1.45, 2.70], [3.02, 0.56, 1.55]]}

***

[2]
{"formula": "C34H90N6O11", "method": "ωB97M-V/def2-TZVPD", "smiles": "COC[C@H](C)N.COC[C@H](C)N.COC[C@H](C)N.COCCNCCOC.COCCNCCOC.COCCNCCOC.CCO.CCO", "spin_multiplicity": 1, "relative_energy_kj_mol": 266.50, "gap_ev": 9.06, "species": ["C", "O", "C", "C", "C", "N", "H", "H", "H", "H", "H", "H", "H", "H", "H", "H", "H", "C", "O", "C", "C", "C", "N", "H", "H", "H", "H", "H", "H", "H", "H", "H", "H", "H", "C", "O", "C", "C", "C", "N", "H", "H", "H", "H", "H", "H", "H", "H", "H", "H", "H", "C", "O", "C", "C", "N", "C", "C", "O", "C", "H", "H", "H", "H", "H", "H", "H", "H", "H", "H", "H", "H", "H", "H", "H", "C", "O", "C", "C", "N", "C", "C", "O", "C", "H", "H", "H", "H", "H", "H", "H", "H", "H", "H", "H", "H", "H", "H", "H", "C", "O", "C", "C", "N", "C", "C", "O", "C", "H", "H", "H", "H", "H", "H", "H", "H", "H", "H", "H", "H", "H", "H", "H", "C", "C", "O", "H", "H", "H", "H", "H", "H", "C", "C", "O", "H", "H", "H", "H", "H", "H"], "positions_angstrom": [[-4.10, -3.64, -1.52], [-4.79, -4.17, -0.41], [-3.91, -4.57, 0.62], [-4.74, -4.84, 1.89], [-5.47, -3.66, 2.47], [-3.79, -5.37, 2.90], [-3.69, -2.64, -1.30], [-4.79, -3.46, -2.34], [-3.28, -4.28, -1.86], [-3.48, -5.55, 0.38], [-3.10, -3.86, 0.78], [-5.33, -5.75, 1.84], [-4.80, -2.91, 2.91], [-6.11, -4.05, 3.26], [-6.09, -3.07, 1.79], [-3.47, -6.23, 2.47], [-3.05, -4.76, 3.23], [2.06, -1.61, 0.62], [2.15, -2.03, -0.74], [0.97, -2.25, -1.46], [0.28, -0.88, -1.74], [-1.00, -1.16, -2.52], [1.15, -0.01, -2.58], [1.18, -2.09, 1.07], [2.05, -0.54, 0.85], [2.95, -2.08, 1.01], [1.17, -2.68, -2.44], [0.33, -2.94, -0.91], [0.17, -0.35, -0.79], [-1.43, -0.27, -2.98], [-1.71, -1.71, -1.89], [-0.87, -1.80, -3.40], [1.90, -0.03, -1.89], [1.54, -0.54, -3.36], [-0.98, -3.16, -6.28], [0.19, -2.91, -7.04], [0.60, -1.55, -7.26], [1.27, -0.91, -6.06], [1.96, 0.39, -6.35], [2.19, -1.89, -5.45], [-1.41, -4.10, -6.63], [-1.70, -2.36, -6.47], [-0.73, -3.30, -5.22], [1.35, -1.57, -8.06], [-0.23, -0.99, -7.69], [0.60, -0.90, -5.19], [2.47, 0.86, -5.51], [1.28, 1.14, -6.77], [2.74, 0.23, -7.10], [3.02, -1.94, -6.03], [1.93, -2.87, -5.42], [3.19, 2.80, -0.54], [2.88, 3.28, 0.78], [2.73, 2.31, 1.81], [2.53, 3.10, 3.11], [1.49, 4.12, 3.09], [0.17, 3.51, 2.86], [-0.88, 4.58, 2.59], [-0.51, 5.54, 1.63], [-0.63, 5.02, 0.31], [3.25, 3.69, -1.16], [2.40, 2.13, -0.90], [4.17, 2.35, -0.40], [3.64, 1.70, 1.85], [1.80, 1.75, 1.67], [3.50, 3.52, 3.37], [2.29, 2.34, 3.86], [1.67, 4.56, 2.19], [-0.10, 2.85, 3.69], [0.13, 2.83, 1.99], [-1.13, 5.09, 3.52], [-1.85, 4.09, 2.39], [0.29, 4.45, 0.13], [-0.73, 5.85, -0.39], [-1.52, 4.41, 0.16], [-4.38, -1.57, -4.84], [-3.75, -0.43, -4.33], [-4.51, 0.78, -4.44], [-3.82, 1.68, -3.43], [-4.48, 2.99, -3.53], [-3.90, 4.08, -2.74], [-4.75, 5.32, -2.80], [-6.08, 5.03, -2.34], [-6.88, 6.20, -2.20], [-4.67, -1.40, -5.88], [-5.25, -1.92, -4.26], [-3.76, -2.46, -4.79], [-5.56, 0.67, -4.16], [-4.42, 1.20, -5.45], [-2.76, 1.78, -3.70], [-3.84, 1.36, -2.39], [-5.40, 2.99, -3.10], [-2.98, 4.27, -3.30], [-3.72, 3.76, -1.70], [-4.60, 6.00, -3.64], [-4.41, 5.90, -1.92], [-6.45, 6.90, -1.48], [-7.88, 5.93, -1.88], [-6.86, 6.64, -3.20], [5.31, -1.13, 10.58], [5.46, -1.42, 9.20], [5.56, -0.27, 8.41], [4.79, -0.54, 7.12], [5.55, -1.38, 6.22], [5.01, -1.52, 4.87], [5.30, -0.33, 3.96], [4.63, -0.39, 2.70], [5.40, -1.09, 1.71], [4.57, -0.37, 10.86], [6.28, -0.79, 10.95], [4.99, -2.02, 11.12], [6.57, -0.01, 8.05], [5.18, 0.65, 8.86], [4.55, 0.35, 6.53], [3.81, -1.01, 7.28], [5.68, -2.34, 6.49], [3.94, -1.76, 4.94], [5.62, -2.23, 4.31], [6.37, -0.24, 3.73], [5.02, 0.64, 4.40], [6.34, -0.54, 1.62], [4.78, -0.95, 0.82], [5.67, -2.10, 2.03], [1.23, -4.23, 3.88], [0.39, -4.56, 5.10], [-0.97, -4.10, 4.98], [2.30, -4.44, 3.96], [1.25, -3.14, 3.78], [0.65, -4.58, 3.03], [0.84, -4.20, 6.02], [0.23, -5.64, 5.19], [-1.25, -3.76, 5.84], [0.54, 3.25, -4.19], [0.03, 3.73, -2.81], [-0.78, 2.69, -2.29], [-0.28, 2.90, -4.81], [1.14, 2.36, -3.98], [1.16, 4.01, -4.65], [-0.61, 4.58, -3.05], [0.88, 4.03, -2.20], [-0.23, 1.92, -2.11]]}

***

[3]
{"formula": "C5H12NSe", "method": "ωB97M-V/def2-TZVPD", "spin_multiplicity": 1, "relative_energy_kj_mol": 293.07, "gap_ev": [6.12, 6.09], "charge": 1, "species": ["C", "C", "C", "C", "C", "N", "Se", "H", "H", "H", "H", "H", "H", "H", "H", "H", "H", "H", "H"], "positions_angstrom": [[0.83, -0.03, -1.40], [0.81, 1.26, -0.50], [1.65, -0.99, -0.68], [0.88, 0.64, 0.89], [-3.44, -0.15, 1.27], [1.37, -0.76, 0.79], [-1.72, -0.46, 2.09], [-0.13, -0.55, -1.51], [1.26, 0.15, -2.42], [1.72, 1.98, -0.47], [-0.05, 1.94, -0.66], [1.58, -2.12, -0.80], [2.71, -0.76, -0.73], [0.90, 1.11, 1.87], [-4.13, 0.33, 1.97], [-3.19, 0.48, 0.35], [-3.71, -1.19, 1.02], [0.53, -1.54, 1.08], [2.18, -0.90, 1.53]]}

***

[4]
{"formula": "C3H8NO2", "method": "ωB97M-V/def2-TZVPD", "s_squared": 0.755, "spin_multiplicity": 2, "relative_energy_kj_mol": 133.28, "gap_ev": [10.27, 7.70], "species": ["N", "C", "C", "O", "C", "O", "H", "H", "H", "H", "H", "H", "H", "H"], "positions_angstrom": [[-0.03, 1.35, -0.91], [0.26, 0.02, -0.44], [-0.79, -0.30, 0.68], [-2.16, 0.03, 0.32], [1.61, -0.38, 0.13], [1.64, -1.82, 0.21], [-0.99, 1.64, -0.72], [0.26, 1.41, -1.89], [0.15, -0.66, -1.29], [-0.80, -1.36, 0.95], [-0.65, 0.37, 1.60], [-2.68, -0.59, 0.83], [2.22, 0.16, -0.63], [1.95, 0.12, 1.17]]}

***

[5]
{"formula": "C59H61AsKN4O5P3Si", "method": "ωB97M-V/def2-TZVPD", "spin_multiplicity": 1, "relative_energy_kj_mol": 80.63, "gap_ev": 4.14, "charge": -2, "species": ["K", "C", "P", "C", "C", "C", "P", "C", "C", "H", "H", "H", "H", "H", "H", "H", "H", "H", "H", "H", "H", "H", "H", "H", "H", "O", "C", "C", "O", "C", "C", "O", "C", "O", "O", "N", "C", "C", "C", "C", "C", "N", "C", "H", "H", "H", "H", "C", "N", "C", "C", "N", "C", "H", "H", "H", "H", "H", "H", "C", "C", "As", "C", "C", "C", "C", "C", "C", "C", "C", "C", "C", "C", "C", "P", "C", "C", "C", "C", "C", "C", "C", "C", "C", "C", "C", "C", "H", "H", "H", "H", "H", "H", "H", "H", "H", "H", "H", "H", "H", "H", "H", "H", "H", "H", "H", "H", "H", "H", "H", "H", "C", "C", "C", "C", "C", "C", "Si", "C", "C", "C", "C", "C", "C", "H", "H", "H", "H", "H", "H", "H", "H", "H", "H", "H"], "positions_angstrom": [[0.04, -1.05, 0.37], [0.08, 0.99, 4.17], [1.26, 0.00, 3.17], [2.20, 1.42, 2.43], [2.58, -0.44, 4.41], [2.16, -1.46, 5.46], [0.72, -2.45, 4.79], [1.71, -3.51, 3.63], [0.44, -3.56, 6.24], [0.58, 1.51, 4.99], [-0.69, 0.34, 4.57], [-0.39, 1.73, 3.52], [2.41, 2.19, 3.18], [1.63, 1.87, 1.62], [3.15, 1.07, 2.01], [2.93, 0.50, 4.85], [3.41, -0.82, 3.81], [1.78, -0.95, 6.35], [3.03, -2.05, 5.77], [1.82, -4.52, 4.01], [2.70, -3.08, 3.47], [1.19, -3.58, 2.68], [1.12, -3.30, 7.06], [0.59, -4.60, 5.98], [-0.59, -3.46, 6.58], [-3.45, -2.57, -4.68], [-2.91, -2.37, -3.60], [-1.84, -3.20, -2.98], [-1.34, -4.22, -3.46], [-1.46, -2.56, -1.71], [-2.21, -1.32, -1.57], [-2.07, -0.44, -0.68], [-3.18, -1.23, -2.67], [-4.04, -0.37, -2.81], [-0.58, -3.00, -0.92], [7.48, -2.55, 0.84], [6.36, -2.78, 0.70], [4.97, -3.05, 0.50], [4.54, -4.33, 0.13], [3.19, -4.51, -0.08], [2.32, -3.43, 0.08], [2.74, -2.22, 0.45], [4.03, -2.03, 0.65], [5.25, -5.13, 0.02], [2.78, -5.47, -0.37], [1.26, -3.56, -0.13], [4.34, -1.03, 0.94], [5.44, -1.07, -2.73], [4.03, -0.78, -2.72], [2.99, -1.67, -2.87], [1.85, -0.93, -2.83], [2.15, 0.40, -2.64], [3.46, 0.45, -2.58], [5.73, -1.55, -3.66], [5.71, -1.73, -1.90], [5.99, -0.14, -2.62], [3.15, -2.73, -2.98], [0.83, -1.29, -2.90], [4.06, 1.33, -2.46], [0.66, 3.64, -1.01], [-0.02, 4.91, -1.50], [1.25, 6.16, -2.34], [1.88, 4.90, -3.69], [1.00, 4.17, -4.48], [1.46, 3.18, -5.33], [2.83, 2.91, -5.40], [3.71, 3.64, -4.63], [3.24, 4.62, -3.77], [-0.03, 7.13, -3.47], [-1.38, 7.23, -3.15], [-2.24, 7.95, -3.96], [-1.77, 8.58, -5.10], [-0.42, 8.49, -5.43], [0.44, 7.77, -4.62], [-0.45, 2.20, -0.66], [-1.50, 2.22, -2.16], [-1.02, 1.53, -3.27], [-1.76, 1.49, -4.45], [-2.98, 2.14, -4.52], [-3.46, 2.84, -3.42], [-2.72, 2.87, -2.25], [-1.55, 2.80, 0.66], [-2.77, 2.13, 0.87], [-3.55, 2.45, 1.97], [-3.14, 3.42, 2.88], [-1.93, 4.07, 2.69], [-1.14, 3.76, 1.59], [1.32, 3.81, -0.15], [1.30, 3.23, -1.80], [-0.57, 5.42, -0.71], [-0.75, 4.63, -2.27], [-0.07, 4.34, -4.42], [0.76, 2.59, -5.91], [3.19, 2.12, -6.05], [4.78, 3.43, -4.68], [3.94, 5.18, -3.15], [-1.77, 6.73, -2.27], [-3.29, 8.01, -3.70], [-2.45, 9.14, -5.74], [-0.05, 8.96, -6.33], [1.49, 7.69, -4.89], [-0.06, 1.03, -3.22], [-1.39, 0.92, -5.29], [-3.58, 2.07, -5.43], [-4.43, 3.32, -3.46], [-3.12, 3.40, -1.39], [-3.06, 1.35, 0.18], [-4.49, 1.92, 2.12], [-3.76, 3.65, 3.74], [-1.60, 4.81, 3.40], [-0.19, 4.26, 1.47], [-1.29, -8.07, 1.14], [-1.32, -7.98, 2.53], [-1.45, -6.74, 3.14], [-1.60, -5.56, 2.41], [-1.56, -5.67, 1.02], [-1.40, -6.91, 0.39], [-1.63, -3.86, 3.31], [-3.39, -3.72, 4.06], [-4.12, -2.53, 3.99], [-5.33, -2.36, 4.65], [-5.87, -3.39, 5.41], [-5.17, -4.59, 5.49], [-3.96, -4.74, 4.84], [-1.17, -9.03, 0.65], [-1.22, -8.88, 3.13], [-1.43, -6.69, 4.23], [-1.64, -4.78, 0.40], [-1.37, -6.94, -0.69], [-1.85, -2.98, 2.08], [-3.73, -1.72, 3.38], [-5.86, -1.41, 4.56], [-6.82, -3.26, 5.92], [-5.58, -5.41, 6.07], [-3.45, -5.69, 4.93]]}

***

[6]
{"formula": "C4H16NO2", "method": "ωB97M-V/def2-TZVPD", "s_squared": 0.751, "spin_multiplicity": 2, "relative_energy_kj_mol": 144.56, "gap_ev": [3.89, 12.04], "species": ["C", "C", "C", "C", "N", "H", "H", "H", "H", "H", "H", "H", "H", "H", "H", "H", "H", "H", "H", "O", "H", "H", "O"], "positions_angstrom": [[0.52, 0.12, -0.78], [-0.22, -1.18, -1.28], [-1.65, -0.95, -1.88], [-2.40, 0.09, -1.11], [1.76, -0.10, 0.19], [-0.03, 0.88, -0.23], [0.87, 0.51, -1.79], [-0.30, -1.76, -0.32], [0.44, -1.70, -1.96], [-2.25, -1.94, -1.96], [-1.30, -0.63, -2.94], [-1.99, 1.18, -1.21], [-3.49, 0.28, -1.44], [-2.47, -0.13, 0.01], [1.41, -0.88, 0.84], [2.63, -0.23, -0.25], [1.69, 0.77, 0.80], [0.22, -0.89, 2.90], [-0.39, 0.34, 3.15], [-0.38, -0.35, 2.39], [2.89, 2.64, 1.87], [2.33, 1.93, 2.94], [2.12, 2.01, 2.07]]}

***

[7]
{"formula": "C6H12N2", "method": "ωB97M-V/def2-TZVPD", "smiles": "CN[C@@H]1C[C@H]2CN2C1", "spin_multiplicity": 1, "relative_energy_kj_mol": 447.81, "gap_ev": 9.21, "species": ["C", "N", "C", "C", "C", "C", "N", "C", "H", "H", "H", "H", "H", "H", "H", "H", "H", "H", "H", "H"], "positions_angstrom": [[2.64, 0.13, -1.13], [1.42, -0.63, -0.96], [0.79, -0.31, 0.31], [-0.34, -1.28, 0.69], [-1.61, -0.47, 0.20], [-2.52, 0.60, 0.67], [-1.16, 0.90, 0.58], [0.07, 1.04, -0.05], [2.48, 1.21, -1.14], [3.05, -0.14, -2.13], [3.24, 0.04, -0.16], [1.55, -1.67, -1.03], [1.53, -0.18, 1.13], [-0.21, -2.13, 0.04], [-0.38, -1.40, 1.83], [-1.65, -0.69, -0.90], [-3.30, 1.16, 0.05], [-2.87, 0.56, 1.77], [0.65, 1.98, 0.22], [-0.09, 1.03, -1.20]]}

***

[8]
{"formula": "C6H7Br", "method": "ωB97M-V/def2-TZVPD", "smiles": "C#CC=C1CC1.Br", "spin_multiplicity": 1, "relative_energy_kj_mol": 316.55, "gap_ev": 9.64, "species": ["C", "C", "C", "C", "C", "C", "H", "H", "H", "H", "H", "H", "Br", "H"], "positions_angstrom": [[-0.83, 3.10, -0.66], [-0.60, 2.11, 0.00], [-0.63, 0.79, 0.59], [-0.49, -0.52, 0.22], [-0.43, -1.94, 0.64], [-0.28, -1.58, -0.82], [-0.81, 4.11, -0.95], [-0.78, 0.70, 1.67], [-1.22, -2.55, 0.84], [0.38, -2.34, 1.17], [0.64, -1.69, -1.27], [-1.04, -1.71, -1.53], [2.54, 0.33, -0.17], [3.56, 1.20, 0.28]]}